The following is a quantum chemistry calculation of a structure of composition C19H42NOP3SW at a distorted geometry, from the OMol25 dataset.

Last column: Mulliken spin population.
Geometry (Å):
1 W 0.07 -2.10 -0.59  1.123
2 P -1.09 -0.20 -1.39  -0.021
3 P -0.47 -1.64 1.62  0.018
4 P -0.72 -4.10 -1.36  -0.040
5 H 2.98 2.23 0.60  0.002
6 C 3.54 1.46 0.04  0.003
7 C 3.53 1.44 -1.30  0.005
8 H 3.06 2.23 -1.88  0.000
9 C -0.55 1.49 -0.91  0.000
10 C -2.85 -0.22 -0.82  0.018
11 C -1.27 0.01 -3.19  0.012
12 C 0.77 -2.05 2.89  0.016
13 C -0.84 0.06 2.18  0.021
14 C -1.94 -2.59 2.10  0.041
15 C 0.04 -4.52 -2.96  0.025
16 C -2.48 -4.41 -1.76  0.005
17 C -0.37 -5.63 -0.43  0.020
18 H 4.02 0.66 0.60  -0.001
19 H 4.01 0.63 -1.87  0.000
20 H 0.30 1.49 -0.22  0.001
21 H -1.37 2.04 -0.44  -0.001
22 H -0.24 2.02 -1.82  0.000
23 H -2.97 0.17 0.20  0.000
24 H -3.27 -1.23 -0.84  0.001
25 H -3.44 0.40 -1.52  0.000
26 H -0.41 0.57 -3.57  -0.001
27 H -2.19 0.56 -3.40  0.001
28 H -1.31 -0.97 -3.69  0.000
29 H 0.35 -1.79 3.87  0.000
30 H 1.68 -1.47 2.75  -0.001
31 H 1.03 -3.11 2.89  -0.002
32 H -0.90 0.04 3.28  0.001
33 H -1.78 0.44 1.80  0.002
34 H -0.05 0.77 1.93  0.000
35 H -2.03 -2.52 3.20  0.004
36 H -1.86 -3.64 1.82  -0.010
37 H -2.85 -2.18 1.65  0.000
38 H -0.35 -5.50 -3.28  -0.001
39 H 1.13 -4.57 -2.87  0.001
40 H -0.22 -3.77 -3.72  0.001
41 H -2.54 -5.42 -2.21  0.001
42 H -2.83 -3.66 -2.48  0.001
43 H -3.09 -4.36 -0.86  -0.001
44 H -0.60 -6.48 -1.10  0.002
45 H -0.98 -5.71 0.47  -0.001
46 H 0.69 -5.66 -0.16  0.003
47 C 3.44 -3.53 -0.92  0.273
48 C 3.96 -4.73 -0.36  0.012
49 C 4.95 -5.44 -1.06  0.154
50 C 5.39 -5.00 -2.31  0.234
51 C 4.82 -3.85 -2.89  0.176
52 C 3.85 -3.13 -2.20  -0.015
53 S 2.35 -2.44 -0.06  -0.032
54 H -1.48 -2.26 -1.25  -0.056
55 H 3.60 -5.06 0.61  0.001
56 H 5.38 -6.35 -0.63  0.006
57 H 6.15 -5.56 -2.85  -0.006
58 H 5.14 -3.52 -3.87  0.006
59 H 3.40 -2.24 -2.63  0.001
60 C -0.65 4.65 2.19  0.000
61 C 0.74 4.13 1.90  0.000
62 N 1.70 5.09 1.96  0.000
63 O 1.02 2.96 1.64  0.000
64 H -0.71 5.01 3.22  0.000
65 H -1.36 3.84 2.04  0.000
66 H -0.90 5.48 1.52  0.000
67 H 2.66 4.83 1.80  0.000
68 H 1.48 6.05 2.21  0.000

Results
HOMO-LUMO gap (alpha / beta) in Ha: 0.095 / 0.090
⟨S²⟩: 2.047
Total charge: +4
Multiplicity: 3
Highest occupied orbital energy (alpha / beta) in eV: -18.44 / -18.44
E_LUMO (alpha / beta) in eV: -15.858 / -15.983
Relative energy (zero: lowest compared OMol25 entry of this formula, charge and spin) in kcal/mol: 2.9

The following is a quantum chemistry calculation of a structure of composition C19H42NiP2Si at a distorted geometry, from the OMol25 dataset.

Last column: Mulliken spin population.
Geometry (Å):
1 P -2.93 1.48 -0.10  0.022
2 P -0.27 -0.68 -1.71  0.027
3 C -2.86 0.79 -1.87  0.054
4 C -2.11 -0.54 -2.08  -0.011
5 H -2.44 1.59 -2.51  0.005
6 H -3.91 0.71 -2.20  -0.008
7 H -2.66 -1.35 -1.61  -0.002
8 H -2.17 -0.76 -3.16  -0.001
9 C 0.24 0.13 -3.26  0.003
10 H 1.25 -0.13 -3.59  0.000
11 H 0.16 1.22 -3.20  0.000
12 H -0.44 -0.20 -4.04  -0.001
13 C 0.17 -2.42 -1.70  0.032
14 H 0.00 -2.77 -2.73  0.003
15 H -0.43 -3.00 -1.00  -0.012
16 H 1.26 -2.59 -1.49  -0.004
17 C -3.36 3.40 -0.01  0.186
18 H -3.78 3.68 0.97  -0.003
19 H -4.06 3.65 -0.83  0.005
20 H -2.46 4.03 -0.17  -0.007
21 C -4.91 1.41 0.03  0.040
22 H -5.27 0.37 -0.05  -0.003
23 H -5.35 1.99 -0.79  0.002
24 H -5.28 1.83 0.97  -0.003
25 Ni 1.57 -2.23 0.14  0.927
26 C -0.38 0.98 -0.44  -0.017
27 C -1.20 2.20 -0.30  -0.005
28 C -0.63 2.82 0.98  0.024
29 C -1.31 2.18 2.24  0.023
30 C -2.64 1.50 1.93  0.576
31 C -2.94 0.23 1.28  0.067
32 C -1.83 -0.76 0.96  0.051
33 C -0.49 -0.06 0.68  0.017
34 C 1.04 -1.89 2.24  0.007
35 H 0.69 1.23 -0.53  -0.004
36 H -1.19 2.87 -1.18  -0.002
37 H -0.77 3.90 1.02  -0.004
38 H 0.45 2.66 1.07  -0.007
39 H -0.65 1.54 2.87  0.025
40 H -1.48 3.01 2.94  0.004
41 H -3.46 1.92 2.52  -0.022
42 H -3.88 -0.28 1.52  -0.001
43 H -2.12 -1.45 0.14  -0.005
44 H -1.63 -1.46 1.78  0.032
45 H -0.05 0.35 1.59  -0.018
46 H 0.30 -0.89 0.50  -0.072
47 H 1.05 -2.88 2.72  0.002
48 H 0.17 -1.34 2.64  0.005
49 H 1.91 -1.30 2.54  0.001
50 C 4.65 0.18 0.77  0.004
51 Si 4.19 -1.55 0.16  0.017
52 C 5.83 -2.26 -0.46  0.005
53 C 3.75 -2.65 1.62  0.027
54 C 2.88 -1.49 -1.11  0.029
55 H 5.74 0.19 0.90  0.000
56 H 4.18 0.38 1.75  0.001
57 H 4.35 0.97 0.07  -0.001
58 H 6.63 -1.55 -0.26  -0.001
59 H 6.07 -3.18 0.09  0.000
60 H 5.84 -2.51 -1.53  0.000
61 H 2.88 -3.33 1.58  0.002
62 H 4.65 -3.27 1.67  0.003
63 H 3.72 -2.01 2.51  -0.002
64 H 2.53 -0.52 -1.51  -0.008
65 H 3.19 -2.07 -1.98  -0.006

Results
HOMO-LUMO gap (alpha / beta) in Ha: 0.231 / 0.225
⟨S²⟩: 2.015
Total charge: 0
Multiplicity: 3
Highest occupied orbital energy (alpha / beta) in eV: -6.63 / -6.45
E_LUMO (alpha / beta) in eV: -0.334 / -0.339
Relative energy (zero: lowest compared OMol25 entry of this formula, charge and spin) in kcal/mol: 92.2

The following is a quantum chemistry calculation of a cluster of 2 separate species, C19H42O7P in total at a distorted geometry, from the OMol25 dataset.

Last column: natural (NBO) charge in e.
Geometry (Å):
1 C 2.57 -1.40 -0.19  -0.733
2 C 2.82 0.01 0.27  0.826
3 O 2.96 0.32 1.46  -0.582
4 O 2.82 0.92 -0.74  -0.535
5 C 4.09 1.44 -1.09  -0.056
6 C 4.55 2.67 -0.29  -0.438
7 C 3.49 3.39 0.56  -0.392
8 C 3.20 4.80 0.03  -0.397
9 C 2.30 4.84 -1.22  -0.403
10 C 0.85 5.27 -0.96  -0.404
11 C 0.09 4.62 0.21  -0.397
12 C -1.03 3.66 -0.24  -0.404
13 C -0.56 2.30 -0.74  0.078
14 O -0.48 2.36 -2.15  -0.843
15 P -0.88 0.83 -2.93  0.998
16 O -2.05 0.62 -1.61  -0.831
17 C -1.47 1.08 -0.42  0.080
18 C -2.52 1.18 0.69  -0.627
19 H 3.12 -1.62 -1.10  0.227
20 H 2.84 -2.07 0.61  0.223
21 H 1.50 -1.50 -0.38  0.273
22 H 4.83 0.63 -0.99  0.162
23 H 4.04 1.67 -2.15  0.195
24 H 5.41 2.40 0.33  0.201
25 H 4.92 3.39 -1.02  0.199
26 H 2.57 2.84 0.63  0.229
27 H 3.87 3.48 1.58  0.199
28 H 2.75 5.39 0.84  0.196
29 H 4.16 5.27 -0.18  0.182
30 H 2.72 5.58 -1.90  0.191
31 H 2.34 3.89 -1.73  0.212
32 H 0.82 6.35 -0.85  0.181
33 H 0.28 5.03 -1.86  0.227
34 H 0.76 4.07 0.88  0.191
35 H -0.38 5.39 0.81  0.187
36 H -1.55 4.14 -1.07  0.212
37 H -1.73 3.58 0.59  0.187
38 H 0.43 2.08 -0.33  0.154
39 H -1.21 -0.46 -3.53  -0.177
40 H -1.91 1.49 -3.70  -0.158
41 H 0.09 1.08 -3.99  -0.166
42 H 0.14 0.18 -2.13  -0.198
43 H -0.78 0.29 -0.07  0.134
44 H -2.94 2.17 0.83  0.192
45 H -3.34 0.54 0.40  0.216
46 H -2.12 0.81 1.63  0.192
47 C -4.48 -2.15 0.96  -0.249
48 O -3.74 -3.32 0.71  -0.560
49 C -2.75 -3.11 -0.30  -0.092
50 C -1.68 -4.17 -0.21  -0.094
51 O -0.73 -3.94 0.82  -0.539
52 C -1.13 -4.25 2.15  -0.092
53 C -1.08 -5.73 2.48  -0.092
54 O -2.23 -6.40 1.99  -0.542
55 C -2.04 -7.79 1.90  -0.244
56 H -4.99 -1.80 0.05  0.170
57 H -5.23 -2.38 1.72  0.178
58 H -3.83 -1.35 1.33  0.177
59 H -2.30 -2.12 -0.19  0.200
60 H -3.23 -3.16 -1.29  0.174
61 H -1.10 -4.13 -1.13  0.193
62 H -2.12 -5.16 -0.12  0.182
63 H -2.11 -3.83 2.38  0.201
64 H -0.39 -3.75 2.78  0.186
65 H -1.03 -5.85 3.57  0.162
66 H -0.18 -6.16 2.03  0.169
67 H -1.23 -8.03 1.20  0.163
68 H -2.97 -8.22 1.54  0.190
69 H -1.80 -8.22 2.88  0.158

Results
HOMO-LUMO gap in Ha: 0.241
Total charge: -1
Multiplicity: 1
Highest occupied orbital energy in eV: -3.97
E_LUMO in eV: 2.597
Relative energy (zero: lowest compared OMol25 entry of this formula, charge and spin) in kcal/mol: 0.0

The following is a quantum chemistry calculation of a structure of composition C19H42P2SiV at a distorted geometry, from the OMol25 dataset.

Last column: Mulliken spin population.
Geometry (Å):
1 P -1.04 3.15 -0.93  -0.035
2 P -2.41 -0.43 -1.88  -0.039
3 C -2.11 2.53 -2.30  0.006
4 C -3.05 1.29 -2.13  0.006
5 H -1.52 2.48 -3.23  0.001
6 H -2.79 3.40 -2.45  -0.001
7 H -3.85 1.49 -1.38  0.002
8 H -3.59 1.20 -3.09  0.000
9 C -1.66 -0.67 -3.50  0.014
10 H -1.09 -1.61 -3.53  0.002
11 H -1.00 0.15 -3.81  -0.001
12 H -2.48 -0.72 -4.23  -0.002
13 C -3.90 -1.45 -1.83  0.009
14 H -4.39 -1.42 -2.81  0.000
15 H -4.59 -1.07 -1.06  -0.001
16 H -3.61 -2.48 -1.60  0.000
17 C -0.34 4.71 -1.50  0.008
18 H 0.34 5.09 -0.72  0.000
19 H -1.16 5.44 -1.63  0.000
20 H 0.20 4.58 -2.44  -0.001
21 C -2.31 3.63 0.27  0.014
22 H -3.09 2.87 0.43  -0.004
23 H -2.79 4.53 -0.14  -0.001
24 H -1.84 3.88 1.23  0.000
25 V 0.83 -0.34 1.06  2.929
26 C -1.36 -1.24 -0.63  -0.121
27 C 0.12 -1.04 -0.98  0.097
28 C 0.42 0.29 -1.57  0.012
29 C 1.25 1.27 -0.72  0.056
30 C 0.33 2.35 -0.07  -0.109
31 C -0.26 1.62 1.13  0.048
32 C -1.52 0.86 0.87  0.092
33 C -1.47 -0.68 0.84  0.182
34 C 1.90 0.39 2.69  -0.099
35 H -1.67 -2.30 -0.62  -0.012
36 H 0.62 -1.93 -1.40  -0.047
37 H -0.52 0.83 -1.85  -0.007
38 H 0.92 0.16 -2.55  -0.015
39 H 1.86 0.75 0.08  0.081
40 H 1.97 1.73 -1.41  -0.013
41 H 0.97 3.20 0.21  -0.016
42 H -0.16 2.15 2.11  -0.055
43 H -1.96 1.16 -0.10  -0.050
44 H -2.29 1.17 1.60  -0.017
45 H -0.68 -1.07 1.55  -0.060
46 H -2.41 -1.02 1.31  0.005
47 H 1.60 -0.22 3.58  0.025
48 H 1.66 1.45 2.87  0.001
49 H 2.98 0.24 2.49  0.014
50 C 2.92 -4.86 2.36  -0.001
51 Si 3.06 -3.01 2.08  0.024
52 C 3.86 -2.32 3.64  0.009
53 C 4.18 -2.62 0.62  0.021
54 C 1.35 -2.30 1.65  0.013
55 H 3.92 -5.33 2.31  0.000
56 H 2.26 -5.30 1.60  0.000
57 H 2.47 -5.05 3.34  0.000
58 H 4.93 -2.57 3.63  0.000
59 H 3.77 -1.23 3.74  -0.002
60 H 3.41 -2.77 4.53  -0.002
61 H 3.68 -2.87 -0.32  0.006
62 H 4.43 -1.55 0.59  0.004
63 H 5.11 -3.20 0.69  0.001
64 H 0.70 -2.51 2.52  0.024
65 H 0.96 -2.89 0.80  0.004

Results
HOMO-LUMO gap (alpha / beta) in Ha: 0.146 / 0.185
⟨S²⟩: 3.769
Total charge: 0
Multiplicity: 4
Highest occupied orbital energy (alpha / beta) in eV: -4.34 / -5.44
E_LUMO (alpha / beta) in eV: -0.372 / -0.411
Relative energy (zero: lowest compared OMol25 entry of this formula, charge and spin) in kcal/mol: 92.2

> The highest multiplicity belongs to which entry?

C19H42P2SiV

> Among the records above, which one has the highest total charge?

C19H42NOP3SW

Please write out number 1 again, unchanged.
The following is a quantum chemistry calculation of a structure of composition C19H42NOP3SW at a distorted geometry, from the OMol25 dataset.

Last column: Mulliken spin population.
Geometry (Å):
1 W 0.07 -2.10 -0.59  1.123
2 P -1.09 -0.20 -1.39  -0.021
3 P -0.47 -1.64 1.62  0.018
4 P -0.72 -4.10 -1.36  -0.040
5 H 2.98 2.23 0.60  0.002
6 C 3.54 1.46 0.04  0.003
7 C 3.53 1.44 -1.30  0.005
8 H 3.06 2.23 -1.88  0.000
9 C -0.55 1.49 -0.91  0.000
10 C -2.85 -0.22 -0.82  0.018
11 C -1.27 0.01 -3.19  0.012
12 C 0.77 -2.05 2.89  0.016
13 C -0.84 0.06 2.18  0.021
14 C -1.94 -2.59 2.10  0.041
15 C 0.04 -4.52 -2.96  0.025
16 C -2.48 -4.41 -1.76  0.005
17 C -0.37 -5.63 -0.43  0.020
18 H 4.02 0.66 0.60  -0.001
19 H 4.01 0.63 -1.87  0.000
20 H 0.30 1.49 -0.22  0.001
21 H -1.37 2.04 -0.44  -0.001
22 H -0.24 2.02 -1.82  0.000
23 H -2.97 0.17 0.20  0.000
24 H -3.27 -1.23 -0.84  0.001
25 H -3.44 0.40 -1.52  0.000
26 H -0.41 0.57 -3.57  -0.001
27 H -2.19 0.56 -3.40  0.001
28 H -1.31 -0.97 -3.69  0.000
29 H 0.35 -1.79 3.87  0.000
30 H 1.68 -1.47 2.75  -0.001
31 H 1.03 -3.11 2.89  -0.002
32 H -0.90 0.04 3.28  0.001
33 H -1.78 0.44 1.80  0.002
34 H -0.05 0.77 1.93  0.000
35 H -2.03 -2.52 3.20  0.004
36 H -1.86 -3.64 1.82  -0.010
37 H -2.85 -2.18 1.65  0.000
38 H -0.35 -5.50 -3.28  -0.001
39 H 1.13 -4.57 -2.87  0.001
40 H -0.22 -3.77 -3.72  0.001
41 H -2.54 -5.42 -2.21  0.001
42 H -2.83 -3.66 -2.48  0.001
43 H -3.09 -4.36 -0.86  -0.001
44 H -0.60 -6.48 -1.10  0.002
45 H -0.98 -5.71 0.47  -0.001
46 H 0.69 -5.66 -0.16  0.003
47 C 3.44 -3.53 -0.92  0.273
48 C 3.96 -4.73 -0.36  0.012
49 C 4.95 -5.44 -1.06  0.154
50 C 5.39 -5.00 -2.31  0.234
51 C 4.82 -3.85 -2.89  0.176
52 C 3.85 -3.13 -2.20  -0.015
53 S 2.35 -2.44 -0.06  -0.032
54 H -1.48 -2.26 -1.25  -0.056
55 H 3.60 -5.06 0.61  0.001
56 H 5.38 -6.35 -0.63  0.006
57 H 6.15 -5.56 -2.85  -0.006
58 H 5.14 -3.52 -3.87  0.006
59 H 3.40 -2.24 -2.63  0.001
60 C -0.65 4.65 2.19  0.000
61 C 0.74 4.13 1.90  0.000
62 N 1.70 5.09 1.96  0.000
63 O 1.02 2.96 1.64  0.000
64 H -0.71 5.01 3.22  0.000
65 H -1.36 3.84 2.04  0.000
66 H -0.90 5.48 1.52  0.000
67 H 2.66 4.83 1.80  0.000
68 H 1.48 6.05 2.21  0.000

Results
HOMO-LUMO gap (alpha / beta) in Ha: 0.095 / 0.090
⟨S²⟩: 2.047
Total charge: +4
Multiplicity: 3
Highest occupied orbital energy (alpha / beta) in eV: -18.44 / -18.44
E_LUMO (alpha / beta) in eV: -15.858 / -15.983
Relative energy (zero: lowest compared OMol25 entry of this formula, charge and spin) in kcal/mol: 2.9

Repeat the first record exactly.
The following is a quantum chemistry calculation of a structure of composition C19H42NOP3SW at a distorted geometry, from the OMol25 dataset.

Last column: Mulliken spin population.
Geometry (Å):
1 W 0.07 -2.10 -0.59  1.123
2 P -1.09 -0.20 -1.39  -0.021
3 P -0.47 -1.64 1.62  0.018
4 P -0.72 -4.10 -1.36  -0.040
5 H 2.98 2.23 0.60  0.002
6 C 3.54 1.46 0.04  0.003
7 C 3.53 1.44 -1.30  0.005
8 H 3.06 2.23 -1.88  0.000
9 C -0.55 1.49 -0.91  0.000
10 C -2.85 -0.22 -0.82  0.018
11 C -1.27 0.01 -3.19  0.012
12 C 0.77 -2.05 2.89  0.016
13 C -0.84 0.06 2.18  0.021
14 C -1.94 -2.59 2.10  0.041
15 C 0.04 -4.52 -2.96  0.025
16 C -2.48 -4.41 -1.76  0.005
17 C -0.37 -5.63 -0.43  0.020
18 H 4.02 0.66 0.60  -0.001
19 H 4.01 0.63 -1.87  0.000
20 H 0.30 1.49 -0.22  0.001
21 H -1.37 2.04 -0.44  -0.001
22 H -0.24 2.02 -1.82  0.000
23 H -2.97 0.17 0.20  0.000
24 H -3.27 -1.23 -0.84  0.001
25 H -3.44 0.40 -1.52  0.000
26 H -0.41 0.57 -3.57  -0.001
27 H -2.19 0.56 -3.40  0.001
28 H -1.31 -0.97 -3.69  0.000
29 H 0.35 -1.79 3.87  0.000
30 H 1.68 -1.47 2.75  -0.001
31 H 1.03 -3.11 2.89  -0.002
32 H -0.90 0.04 3.28  0.001
33 H -1.78 0.44 1.80  0.002
34 H -0.05 0.77 1.93  0.000
35 H -2.03 -2.52 3.20  0.004
36 H -1.86 -3.64 1.82  -0.010
37 H -2.85 -2.18 1.65  0.000
38 H -0.35 -5.50 -3.28  -0.001
39 H 1.13 -4.57 -2.87  0.001
40 H -0.22 -3.77 -3.72  0.001
41 H -2.54 -5.42 -2.21  0.001
42 H -2.83 -3.66 -2.48  0.001
43 H -3.09 -4.36 -0.86  -0.001
44 H -0.60 -6.48 -1.10  0.002
45 H -0.98 -5.71 0.47  -0.001
46 H 0.69 -5.66 -0.16  0.003
47 C 3.44 -3.53 -0.92  0.273
48 C 3.96 -4.73 -0.36  0.012
49 C 4.95 -5.44 -1.06  0.154
50 C 5.39 -5.00 -2.31  0.234
51 C 4.82 -3.85 -2.89  0.176
52 C 3.85 -3.13 -2.20  -0.015
53 S 2.35 -2.44 -0.06  -0.032
54 H -1.48 -2.26 -1.25  -0.056
55 H 3.60 -5.06 0.61  0.001
56 H 5.38 -6.35 -0.63  0.006
57 H 6.15 -5.56 -2.85  -0.006
58 H 5.14 -3.52 -3.87  0.006
59 H 3.40 -2.24 -2.63  0.001
60 C -0.65 4.65 2.19  0.000
61 C 0.74 4.13 1.90  0.000
62 N 1.70 5.09 1.96  0.000
63 O 1.02 2.96 1.64  0.000
64 H -0.71 5.01 3.22  0.000
65 H -1.36 3.84 2.04  0.000
66 H -0.90 5.48 1.52  0.000
67 H 2.66 4.83 1.80  0.000
68 H 1.48 6.05 2.21  0.000

Results
HOMO-LUMO gap (alpha / beta) in Ha: 0.095 / 0.090
⟨S²⟩: 2.047
Total charge: +4
Multiplicity: 3
Highest occupied orbital energy (alpha / beta) in eV: -18.44 / -18.44
E_LUMO (alpha / beta) in eV: -15.858 / -15.983
Relative energy (zero: lowest compared OMol25 entry of this formula, charge and spin) in kcal/mol: 2.9